Density functional theory data (ωB97M-V with the def2-TZVPD basis set) for an isolated molecule of C3H3NOS2 at a distorted geometry.

Last column: Mulliken charge in e.
CARTESIAN COORDINATES (ANGSTROEM)
C  1.489  0.068  0.111  0.25
C  0.697  -1.088  0.068  -0.30
C  -1.989  -0.550  -0.372  0.07
N  1.175  1.290  0.365  -0.53
O  -3.724  1.284  -0.679  -0.48
S  -0.901  -1.546  0.193  0.00
S  -2.682  0.750  0.227  0.35
H  2.629  -0.200  -0.204  0.19
H  1.388  -2.036  -0.034  0.20
H  1.919  2.028  0.327  0.25

Atoms 1-2, force components in eV/Å:
C 3.77 2.43 -1.33
C 0.53 -3.41 0.19

Values from the calculation:
HOMO (spin up / spin down) in eV: -8.99 / -8.90
LUMO level (spin up / spin down) in Eh: -0.064 / -0.064
Total charge: 0
HOMO-LUMO gap (spin up / spin down) in Ha: 0.2660 / 0.2631
Energy above the lowest of the compared OMol25 structures with the same formula, charge and spin in kcal/mol: 128.4
Largest force on an atom in eV/Å: 4.7